Entry one
A 3-piece molecular cluster, C3H11NO4 overall. Source: the Open Molecules 2025 dataset; level of theory: ωB97M-V with the def2-TZVPD basis set.

Last column: Mulliken charge in e.
Positions of all 19 atoms, in Å:
C -0.57 2.60 -1.17  -1.308
C 0.07 1.35 -1.82  0.451
N 1.49 1.36 -1.85  -0.571
C -0.42 0.03 -1.03  0.399
O -1.49 -0.46 -1.26  -0.561
O 0.29 -0.23 0.07  -0.461
H -1.66 2.61 -1.12  0.354
H -0.12 2.69 -0.18  0.294
H -0.11 3.44 -1.68  0.346
H -0.42 1.15 -2.75  0.336
H 2.12 0.91 -1.16  0.202
H 1.94 1.36 -2.77  0.191
H 0.01 -0.89 0.72  0.324
O -2.54 -0.86 3.65  -0.642
H -3.26 -1.02 3.04  0.329
H -2.65 -0.89 4.60  0.315
O 2.99 -3.07 1.82  -0.628
H 3.26 -2.53 2.56  0.320
H 2.15 -2.66 1.56  0.310

LUMO in eV: 0.31
Gap between HOMO and LUMO in eV: 9.262
Structure (SMILES): C[C@@H](N)C(=O)O.O.O
HOMO level in eV: -8.95

=====

Entry two
A 4-piece molecular cluster, C3H11NO4 overall. Source: the Open Molecules 2025 dataset; level of theory: ωB97M-V with the def2-TZVPD basis set.

Last column: Mulliken charge in e.
Positions of all 19 atoms, in Å:
C 1.56 0.61 -2.42  -0.992
N 0.44 0.51 -1.40  -0.179
C 0.25 -0.65 -0.69  -0.672
C 0.61 -0.58 0.69  0.892
O 0.54 -1.77 1.33  -0.496
O 0.75 0.47 1.30  -0.542
H 1.90 1.62 -2.61  0.360
H 1.12 0.25 -3.37  0.349
H 2.38 -0.08 -2.24  0.355
H 0.83 1.13 -0.62  0.147
H 2.20 1.01 -0.58  0.014
H 0.22 -1.63 -1.14  0.342
H 0.66 -1.55 2.26  0.334
H -2.97 0.87 0.04  0.295
H -1.45 0.49 0.15  0.440
O -2.35 0.20 0.34  -0.700
H -2.32 -0.06 2.22  0.358
H -2.47 -0.34 3.75  0.296
O -1.91 -0.50 2.99  -0.603

LUMO in eV: -1.83
Gap between HOMO and LUMO in eV: 5.999
HOMO level in eV: -7.83

=====

Energy ordering: entry one at the bottom, the next structure 477.8 kJ/mol above.

=====

Entry one
A 3-piece molecular cluster, C3H11NO4 overall. Source: the Open Molecules 2025 dataset; level of theory: ωB97M-V with the def2-TZVPD basis set.

Last column: Mulliken charge in e.
Positions of all 19 atoms, in Å:
N -1.22 2.51 0.68  -0.555
C -0.32 1.90 -0.29  -0.449
C -0.97 0.75 -1.11  -0.531
C -0.65 -0.61 -0.66  0.570
O 0.47 -1.09 -0.54  -0.625
O -1.74 -1.33 -0.34  -0.467
H -2.00 3.00 0.30  0.233
H -1.43 1.82 1.38  0.208
H 0.02 2.71 -0.93  0.362
H 0.63 1.56 0.11  0.144
H -0.79 0.98 -2.17  0.337
H -2.04 0.93 -1.27  0.351
H -1.48 -2.19 -0.01  0.368
O 3.19 0.22 -0.31  -0.648
H 3.38 -0.49 -0.91  0.306
H 2.28 0.28 -0.03  0.371
O 0.59 -2.06 2.11  -0.653
H 0.52 -1.94 1.17  0.371
H 1.50 -1.99 2.38  0.307

LUMO in eV: 0.52
Gap between HOMO and LUMO in eV: 10.108
Structure (SMILES): NCCC(=O)O.O.O
HOMO level in eV: -9.59

=====

Entry two
C3H11NO4 as an isolated structure. Source: the Open Molecules 2025 dataset; level of theory: ωB97M-V with the def2-TZVPD basis set.

Last column: Mulliken charge in e.
Positions of all 19 atoms, in Å:
H -0.09 1.10 -0.93  0.447
O -0.63 0.91 -1.99  -0.966
N 0.74 1.05 0.06  -0.475
H -0.88 1.80 -2.28  0.246
H 1.36 1.81 0.35  0.261
H 1.40 0.34 -0.32  0.351
C 0.04 0.46 1.26  0.182
H -0.68 1.23 1.65  0.229
C -0.84 -0.75 0.98  0.545
O -0.89 -1.77 1.64  -0.576
O -1.73 -0.69 0.02  -0.535
H -1.68 -0.04 -0.75  0.414
C 1.08 0.09 2.34  -1.186
H 1.81 0.92 2.25  0.307
H 0.71 -0.27 3.31  0.385
H 1.48 -0.90 1.99  0.312
O 1.62 0.06 -2.83  -0.685
H 0.64 0.24 -2.75  0.421
H 1.63 -0.59 -3.53  0.322

LUMO in eV: 0.37
Gap between HOMO and LUMO in eV: 10.918
HOMO level in eV: -10.54

=====

Energy ordering: entry one at the bottom, the next structure 22.4 kJ/mol above.

=====

Entry one
A 3-piece molecular cluster, C3H11NO4 overall. Source: the Open Molecules 2025 dataset; level of theory: ωB97M-V with the def2-TZVPD basis set.

Last column: Mulliken charge in e.
Positions of all 19 atoms, in Å:
O -2.46 -0.25 1.73  -0.459
C -2.11 -0.37 0.53  0.088
O -2.86 0.38 -0.41  -0.445
C -0.50 -0.08 0.21  0.473
C -0.06 -0.55 -1.18  -1.228
N -0.25 1.27 0.52  -0.399
H -3.44 0.89 0.18  0.314
H -0.06 -0.63 1.05  0.333
H -0.93 -0.39 -1.85  0.427
H 0.81 -0.04 -1.56  0.361
H 0.10 -1.63 -1.15  0.291
H -0.72 1.96 -0.05  0.264
H 0.80 1.44 0.47  0.356
H -2.23 -1.43 0.17  0.310
H 3.01 1.74 -0.12  0.162
O 2.31 1.09 -0.25  -0.854
H 3.39 -1.73 0.77  0.284
H 2.65 -0.35 0.33  0.398
O 2.55 -1.31 0.61  -0.675

LUMO in eV: -4.50
Gap between HOMO and LUMO in eV: 4.751
HOMO level in eV: -9.25

=====

Entry two
A 3-piece molecular cluster, C3H11NO4 overall. Source: the Open Molecules 2025 dataset; level of theory: ωB97M-V with the def2-TZVPD basis set.

Last column: Mulliken charge in e.
Positions of all 19 atoms, in Å:
N 0.05 0.84 -1.78  -0.464
C 0.52 -0.50 -1.91  -0.654
C -0.45 -1.66 -1.49  -0.379
C -0.74 -1.65 -0.01  0.475
O -0.94 -0.63 0.59  -0.540
O -1.05 -2.85 0.48  -0.478
H -0.47 1.05 -0.94  0.249
H -0.32 1.19 -2.64  0.209
H 0.97 -0.81 -2.84  0.402
H 1.36 -0.61 -1.20  0.262
H -0.12 -2.58 -1.93  0.342
H -1.41 -1.40 -1.98  0.223
H -1.47 -3.12 1.30  0.361
O 1.54 1.67 3.24  -0.709
H 2.43 1.97 3.13  0.330
H 1.29 1.11 2.49  0.351
O -0.37 2.88 1.45  -0.646
H 0.31 2.68 2.11  0.353
H -1.11 2.44 1.92  0.313

LUMO in eV: 0.52
Gap between HOMO and LUMO in eV: 9.296
Structure (SMILES): NCCC(=O)O.O.O
HOMO level in eV: -8.78

=====

Energy ordering: entry two at the bottom, the next structure 580.0 kJ/mol above.

=====

Entry one
C20H26N10NiO6 as an isolated structure. Source: the Open Molecules 2025 dataset; level of theory: ωB97M-V with the def2-TZVPD basis set.

Last column: Mulliken charge in e.
Positions of all 63 atoms, in Å:
Ni -0.47 -1.02 1.31  0.110
O 1.57 4.23 -1.45  -0.472
C 0.82 4.68 -0.33  -1.184
C 0.41 3.45 0.43  0.927
C 1.33 2.81 1.25  -0.669
C 0.98 1.60 1.83  -0.561
N -0.21 1.05 1.65  -0.077
C -1.13 1.70 0.94  0.400
C -0.85 2.90 0.29  -0.528
C -2.46 1.02 0.89  0.622
C -3.63 1.68 0.59  -0.540
C -4.82 0.95 0.51  0.602
C -6.12 1.65 0.16  -0.764
O -6.17 2.99 0.62  -0.525
C -4.77 -0.41 0.75  -0.844
C -3.56 -0.99 1.10  -0.950
N -2.43 -0.29 1.17  0.184
H 1.73 4.97 -2.04  0.290
H -0.06 5.25 -0.64  0.385
H 1.43 5.32 0.31  0.369
H 2.31 3.23 1.42  0.460
H 1.66 1.05 2.47  0.548
H -1.60 3.37 -0.33  0.387
H -3.65 2.75 0.44  0.617
H -6.96 1.06 0.55  0.391
H -6.22 1.70 -0.92  0.280
H -6.13 2.99 1.58  0.321
H -5.66 -1.02 0.67  0.472
H -3.49 -2.04 1.34  0.558
N 1.55 -1.42 0.97  0.018
C 1.60 -2.63 0.12  0.544
C 2.97 -3.31 0.11  -0.912
C 4.17 -2.43 -0.22  -0.346
C 4.33 -2.04 -1.70  -1.169
N 3.25 -1.30 -2.33  -0.108
C 2.91 0.00 -2.15  0.671
N 3.86 0.82 -1.56  -0.358
N 1.73 0.39 -2.50  -0.953
C 0.47 -3.59 0.56  0.159
O 0.63 -4.79 0.42  -0.736
O -0.59 -2.99 0.99  -0.605
H 2.14 -0.68 0.61  0.099
H 1.84 -1.63 1.92  0.426
H 1.30 -2.35 -0.89  -0.145
H 2.94 -4.16 -0.58  0.365
H 3.11 -3.74 1.11  0.373
H 5.08 -2.97 0.04  0.407
H 4.16 -1.52 0.40  0.214
H 4.45 -2.95 -2.29  0.449
H 5.26 -1.48 -1.81  0.375
H 2.50 -1.84 -2.73  0.306
H 4.83 0.55 -1.63  0.177
H 3.68 1.80 -1.64  0.197
H 0.16 -0.35 -1.52  0.138
H 1.62 1.39 -2.41  0.123
O 1.32 -0.92 3.79  -0.404
N 0.20 -1.23 4.23  0.020
O -0.72 -1.28 3.36  -0.227
N -4.24 -3.55 -2.26  -0.492
C -3.47 -2.70 -2.17  0.470
N -2.66 -1.66 -2.09  -0.548
C -1.62 -1.29 -1.60  0.637
N -0.64 -0.80 -1.09  0.026

LUMO (alpha / beta) in eV: -0.82 / -0.83
Gap between HOMO and LUMO (alpha / beta) in eV: 7.125 / 7.322
<S²>: 2.0059
Spin multiplicity: 3
HOMO level (alpha / beta) in eV: -7.94 / -8.15

=====

Entry two
C20H26N10NiO6 as an isolated structure. Source: the Open Molecules 2025 dataset; level of theory: ωB97M-V with the def2-TZVPD basis set.

Last column: Mulliken charge in e.
Positions of all 63 atoms, in Å:
Ni -0.12 0.50 0.01  -0.241
O -6.58 2.64 -1.24  -0.500
C -5.65 3.52 -0.63  -0.571
C -4.31 2.85 -0.53  0.414
C -3.19 3.57 -0.14  -0.942
C -1.98 2.92 -0.06  -0.395
N -1.83 1.63 -0.36  0.297
C -2.90 0.93 -0.73  0.524
C -4.16 1.50 -0.82  -0.617
C -2.66 -0.50 -1.03  0.798
C -3.62 -1.30 -1.65  -0.888
C -3.36 -2.65 -1.84  0.750
C -4.41 -3.55 -2.45  -1.019
O -5.49 -3.78 -1.56  -0.502
C -2.15 -3.16 -1.39  -0.966
C -1.24 -2.29 -0.82  -0.117
N -1.47 -0.99 -0.65  0.315
H -7.44 3.07 -1.27  0.301
H -5.98 3.81 0.37  0.313
H -5.54 4.44 -1.21  0.334
H -3.26 4.62 0.10  0.455
H -1.08 3.44 0.24  0.367
H -5.03 0.92 -1.09  0.446
H -4.56 -0.89 -1.98  0.386
H -3.95 -4.49 -2.77  0.365
H -4.84 -3.07 -3.33  0.347
H -5.16 -4.22 -0.77  0.337
H -1.91 -4.21 -1.50  0.381
H -0.29 -2.66 -0.46  0.308
N 1.54 -0.78 0.36  0.363
C 1.72 -0.91 1.81  0.564
C 2.45 -2.19 2.22  -0.998
C 3.76 -2.52 1.52  -0.362
C 4.99 -1.67 1.90  -1.199
N 4.99 -0.27 1.49  -0.035
C 5.06 0.16 0.23  0.498
N 5.27 -0.69 -0.78  -0.385
N 5.01 1.46 -0.02  -0.351
C 0.30 -0.88 2.50  0.196
O 0.16 -1.52 3.54  -0.760
O -0.57 -0.18 1.89  -0.434
H 1.43 -1.68 -0.08  0.211
H 2.28 -0.29 -0.14  -0.088
H 2.23 -0.02 2.17  -0.077
H 1.76 -3.02 2.04  0.339
H 2.59 -2.17 3.31  0.428
H 3.61 -2.47 0.43  0.239
H 4.02 -3.55 1.75  0.364
H 5.89 -2.14 1.51  0.379
H 5.08 -1.67 2.99  0.462
H 4.79 0.43 2.19  0.303
H 5.24 -1.68 -0.60  0.254
H 4.97 -0.39 -1.69  0.293
H 4.56 2.11 0.62  0.102
H 4.90 1.73 -0.99  0.307
O 2.68 0.69 -1.83  -0.462
N 1.70 1.13 -2.46  -0.116
O 0.59 0.89 -1.93  -0.164
N 3.12 6.00 1.09  -0.558
C 2.85 4.88 1.26  0.450
N 2.66 3.60 1.47  -0.802
C 1.68 2.87 1.07  0.831
N 0.85 2.13 0.75  -0.476

LUMO (alpha / beta) in eV: -0.36 / -0.34
Gap between HOMO and LUMO (alpha / beta) in eV: 7.732 / 7.740
<S²>: 2.0053
Spin multiplicity: 3
HOMO level (alpha / beta) in eV: -8.09 / -8.08

=====

Energy ordering: entry two at the bottom, the next structure 91.2 kJ/mol above.